# C3H2Br2P2

One molecule with the formula C3H2Br2P2 in a non-equilibrium geometry (the ωB97M-V functional and the def2-TZVPD basis, OMol25).

The geometry in XYZ format:
```
9
Properties=species:S:1:pos:R:3
C 0.64 1.47 0.97
C 0.39 0.02 -1.12
C -0.56 -0.87 -0.88
P -1.55 -1.01 0.62
P -0.19 0.17 1.63
Br 1.57 0.27 -2.50
Br -1.10 -2.16 -2.24
H 1.69 1.52 0.76
H -0.89 0.59 2.76
```

Results
E_HOMO (alpha / beta)   -8.34 / -8.34 eV

***

# C3H2BrCl3

A 2-piece molecular cluster, C3H2BrCl3 overall in a non-equilibrium geometry (the ωB97M-V functional and the def2-TZVPD basis, OMol25).

The geometry in XYZ format:
```
9
Properties=species:S:1:pos:R:3
C -0.41 0.53 -0.65
C -0.80 -0.03 0.64
C 0.22 -0.67 -0.24
Cl 0.52 1.97 -0.41
Cl -2.27 -0.95 0.78
Cl 0.93 -2.09 -0.54
Br 3.71 0.16 0.22
H -1.10 0.60 -1.43
H -0.80 0.48 1.63
```

Results
E_HOMO (alpha / beta)   -10.34 / -8.63 eV

***

# C3H2BrClN2O

A 2-piece molecular cluster, C3H2BrClN2O overall in a non-equilibrium geometry (the ωB97M-V functional and the def2-TZVPD basis, OMol25).

The geometry in XYZ format:
```
10
Properties=species:S:1:pos:R:3
C 1.87 -1.25 0.07
C -1.15 0.55 -0.11
C 2.70 -0.42 -0.52
N 1.09 -2.14 0.42
N -0.91 1.37 -0.96
O -1.62 -0.36 0.50
Cl 2.77 -0.33 -2.21
Br 3.85 0.78 0.58
H 0.14 -1.77 0.58
H -0.13 1.98 -1.05
```

Results
E_HOMO   -9.20 eV
Structure (SMILES)   N=C=C(Cl)Br.N=C=O

***

# C3H2BrF3

One molecule with the formula C3H2BrF3 in a non-equilibrium geometry (the ωB97M-V functional and the def2-TZVPD basis, OMol25).

The geometry in XYZ format:
```
9
Properties=species:S:1:pos:R:3
C -0.22 -0.18 0.35
C -0.57 1.26 0.50
C 0.56 -1.01 -0.55
F -0.93 -0.96 1.34
F -1.38 1.49 1.56
F 1.31 -0.17 -1.44
Br -0.11 2.83 -0.47
H 1.39 -1.61 -0.10
H -0.05 -1.64 -1.19
```

Results
E_HOMO   -9.34 eV
Structure (SMILES)   FC/C(F)=C(/F)Br

***

# C3H2BrFN2S

One molecule with the formula C3H2BrFN2S in a non-equilibrium geometry (the ωB97M-V functional and the def2-TZVPD basis, OMol25).

The geometry in XYZ format:
```
10
Properties=species:S:1:pos:R:3
C -1.23 -0.91 0.29
C -1.10 0.25 -0.40
C 0.87 -0.72 0.01
N -0.01 -1.54 0.45
N 0.28 0.40 -0.60
F 1.21 2.10 1.04
S 1.15 1.78 -0.61
Br 2.66 -0.95 -0.02
H -2.10 -1.48 0.54
H -1.72 1.07 -0.70
```

Results
E_HOMO   -9.37 eV
Structure (SMILES)   FSn1ccnc1Br

***

# C3H2BrN3O

One molecule with the formula C3H2BrN3O in a non-equilibrium geometry (the ωB97M-V functional and the def2-TZVPD basis, OMol25).

The geometry in XYZ format:
```
10
Properties=species:S:1:pos:R:3
C -0.61 -0.65 -0.48
C -0.44 0.85 -0.02
C -2.34 -0.27 -1.89
N -1.31 -0.76 -1.54
N -1.69 1.55 -0.08
N -0.80 1.95 -0.88
O -0.28 2.89 -1.50
Br -3.07 -0.08 -3.51
H -0.05 -1.31 0.21
H 0.16 0.83 0.83
```

Results
E_HOMO (alpha / beta)   -7.90 / -7.97 eV

***

# C3H2CdO3

C3H2CdO3 as an isolated structure in a non-equilibrium geometry (the ωB97M-V functional and the def2-TZVPD basis, OMol25).

The geometry in XYZ format:
```
9
Properties=species:S:1:pos:R:3
C -0.05 0.26 0.73
C 0.09 0.06 -0.61
O -0.09 -1.35 -1.01
C 0.78 -2.13 -1.25
O 1.60 -2.90 -1.43
O 0.04 1.42 1.26
H -0.22 -0.62 1.36
H 0.23 0.73 -1.45
Cd 0.07 2.36 2.90
```

Results
Spin multiplicity   2
E_HOMO (alpha / beta)   -11.90 / -13.59 eV
Total charge   +1

***

# C3H2Cl2F2

One molecule with the formula C3H2Cl2F2 in a non-equilibrium geometry (the ωB97M-V functional and the def2-TZVPD basis, OMol25).

The geometry in XYZ format:
```
9
Properties=species:S:1:pos:R:3
C 0.24 -1.16 -0.08
C -0.56 -0.15 0.48
C 0.00 1.15 -0.15
F 0.24 -1.24 -1.36
F -1.90 -0.26 0.05
Cl 0.03 1.33 -1.81
Cl 1.35 1.74 0.77
H 1.17 -1.33 0.42
H -0.58 -0.09 1.68
```

Results
E_HOMO (alpha / beta)   -8.65 / -8.90 eV

***

# C3H2Cl2N2O

One molecule with the formula C3H2Cl2N2O in a non-equilibrium geometry (the ωB97M-V functional and the def2-TZVPD basis, OMol25).

The geometry in XYZ format:
```
10
Properties=species:S:1:pos:R:3
C 0.06 0.57 0.48
C 0.65 -1.34 -0.34
C -0.37 -0.91 -1.05
H 0.32 2.10 1.89
H -1.16 2.01 0.94
N -0.13 1.75 1.00
N 0.91 -0.35 0.68
O -0.74 0.42 -0.60
Cl 1.70 -2.74 -0.57
Cl -1.23 -1.52 -2.43
```

Results
E_HOMO   -8.82 eV
Structure (SMILES)   Nc1nc(Cl)c(Cl)o1

***

# C3H2Cl2O

One molecule with the formula C3H2Cl2O in a non-equilibrium geometry (the ωB97M-V functional and the def2-TZVPD basis, OMol25).

The geometry in XYZ format:
```
8
Properties=species:S:1:pos:R:3
C 0.89 -0.22 0.11
C 0.16 1.03 0.02
C 2.22 -0.11 0.07
O 0.76 2.07 -0.16
Cl 3.16 -1.55 -0.05
Cl 3.23 1.35 0.05
H 0.51 -1.25 0.24
H -0.92 1.11 0.08
```

Results
E_HOMO   -9.82 eV
Structure (SMILES)   O=CC=C(Cl)Cl